# 1
DFT (ωB97M-V/def2-TZVPD) results for C29H36N8O3Se2SiTe2Zr as an isolated structure at a distorted geometry.

Structure (XYZ):
```
82
Properties=species:S:1:pos:R:3
Zr 0.151 0.712 -0.201
N 0.442 -1.567 0.637
C -0.724 -2.147 1.299
C -0.311 -3.199 2.339
C -1.363 -4.171 2.897
C -2.366 -4.679 1.863
N -3.397 -3.660 1.717
C -3.958 -3.270 0.579
N -3.881 -3.999 -0.538
N -4.646 -2.125 0.570
C -1.556 -0.970 1.833
O -2.410 -1.150 2.704
O -1.320 0.153 1.273
H 0.931 -2.212 0.026
H 1.115 -1.235 1.330
H -1.328 -2.609 0.512
H 0.186 -2.692 3.170
H 0.466 -3.800 1.855
H -1.914 -3.721 3.724
H -0.832 -5.025 3.320
H -2.810 -5.628 2.168
H -1.850 -4.843 0.910
H -3.315 -2.899 2.394
H -3.251 -4.783 -0.554
H -3.978 -3.492 -1.419
H -4.477 -1.490 1.338
H -4.789 -1.682 -0.337
C -5.421 2.671 0.193
C -4.678 3.829 0.423
C -3.310 3.822 0.268
C -2.657 2.634 -0.089
C -3.404 1.493 -0.363
C -4.784 1.517 -0.216
N -1.264 2.582 -0.261
N -0.734 3.739 -0.325
C 0.598 3.755 -0.664
C 1.243 4.998 -0.656
C 2.545 5.062 -1.083
C 3.177 3.887 -1.501
C 2.491 2.697 -1.438
N 1.214 2.616 -1.018
H -6.497 2.687 0.308
H -5.175 4.743 0.720
H -2.732 4.716 0.441
H -2.918 0.591 -0.707
H -5.356 0.636 -0.472
H 0.684 5.863 -0.332
H 3.076 6.004 -1.096
H 4.197 3.895 -1.856
H 2.946 1.758 -1.720
Se -1.244 -1.077 -2.118
Te -3.605 -1.421 -2.801
Te -3.000 2.119 -3.610
Se -0.825 1.310 -3.008
C 2.437 0.601 3.949
Si 1.722 1.757 2.664
C 0.096 2.451 3.269
C 2.909 3.159 2.324
O 1.472 0.894 1.282
H 2.750 1.147 4.841
H 3.308 0.068 3.560
H 1.697 -0.141 4.261
H 0.236 2.986 4.212
H -0.647 1.667 3.429
H -0.325 3.161 2.551
H 3.291 3.580 3.257
H 2.416 3.964 1.773
H 3.763 2.822 1.733
N 7.083 -3.823 -6.323
C 6.305 -3.319 -5.643
C 5.334 -2.687 -4.792
C 4.195 -2.105 -5.346
C 3.264 -1.499 -4.525
C 3.454 -1.465 -3.140
C 4.599 -2.053 -2.595
C 5.533 -2.660 -3.413
C 2.484 -0.833 -2.298
C 1.657 -0.300 -1.582
H 4.047 -2.132 -6.417
H 2.375 -1.048 -4.944
H 4.748 -2.025 -1.525
H 6.420 -3.114 -2.992
```

- orbital gap (alpha / beta) (eV) = 4.62 / 4.64
- largest force on an atom (eV Å⁻¹) = 1.2
- LUMO energy (alpha / beta) (eV) = -1.695 / -1.688
- highest occupied orbital energy (alpha / beta) (eV) = -6.3 / -6.3

# 2
DFT (ωB97M-V/def2-TZVPD) results for C2H8NO2 as an isolated structure at a distorted geometry.

Structure (XYZ):
```
13
Properties=species:S:1:pos:R:3
C -0.103 -0.087 -0.113
O 0.380 -1.223 -0.846
C 0.534 -0.071 1.269
N 0.230 1.116 2.295
H 0.172 0.825 -0.664
H -1.221 -0.121 -0.078
H 0.516 -1.091 1.669
H 1.591 0.030 1.022
H 0.127 1.878 1.633
H -0.484 0.236 2.066
H -1.236 0.109 -3.225
H 0.006 -1.061 -1.764
O -0.511 -0.541 -3.264
```

- orbital gap (eV) = 7.28
- total charge = -1
- largest force on an atom (eV Å⁻¹) = 5.0
- LUMO energy (eV) = 4.049
- highest occupied orbital energy (eV) = -3.2